20
Properties=species:S:1:pos:R:3 method="wB97M-V/def2-TZVPD" e_lumo_ev=0.2 homo_lumo_gap_ev=11.24 smiles=ClC(Cl)Cl.ClC(Cl)Cl.ClC(Cl)Cl.ClC(Cl)Cl relative_energy_kcal_mol=19.2
C 10.10 8.37 5.61
C 7.34 12.02 5.94
Cl 8.69 13.11 5.82
Cl 9.10 6.82 5.77
Cl 12.84 6.17 6.35
Cl 3.60 6.68 8.26
Cl 9.61 9.61 6.77
Cl 5.88 12.96 6.24
C 14.32 6.85 5.68
C 4.42 6.78 6.70
Cl 15.33 5.58 4.80
Cl 7.14 11.12 4.31
Cl 10.10 8.82 3.91
Cl 14.07 8.16 4.59
H 14.75 7.13 6.63
H 5.22 6.02 6.57
H 7.33 11.24 6.62
H 11.06 8.03 5.89
Cl 5.00 8.35 6.45
Cl 3.22 6.28 5.43